# 1
Formula: C19H21CdIN2O3S
Source: OMol25
Level of theory: ωB97M-V/def2-TZVPD

The HOMO-LUMO gap is 0.183 Ha. The value obtained for the energy above the lowest of the compared OMol25 structures with the same formula, charge and spin is 7.105 eV. The spin multiplicity is 1. Its HOMO energy is -6.7 eV.

Element x y z (Å)
C -3.075 -3.007 -0.016
C -1.727 0.462 2.073
H -4.160 -2.910 -0.233
H -3.091 -2.543 1.016
H -2.870 -4.071 0.220
H -1.861 1.556 2.102
H -2.781 0.126 1.866
H -1.520 0.092 3.096
C -1.086 0.797 -2.405
C -0.505 1.594 -3.398
C 0.416 2.561 -2.995
C 0.752 2.607 -1.635
H -1.842 0.061 -2.687
H -0.780 1.448 -4.435
H 0.874 3.261 -3.695
H 1.439 3.379 -1.266
N -0.751 0.828 -1.119
C 0.245 1.656 -0.722
C 0.835 1.545 0.637
N 0.432 0.539 1.431
C 0.961 0.374 2.643
C 2.222 2.398 2.438
C 1.776 1.346 3.253
H 0.637 -0.509 3.218
H 2.027 1.234 4.304
C 1.802 2.454 1.120
H 2.205 3.190 0.442
H 2.901 3.147 2.843
Cd -1.756 -1.164 0.618
I -2.429 -2.357 -2.078
C 2.448 -7.860 -0.790
C 2.236 -6.392 -0.584
C 3.210 -5.621 0.065
C 2.979 -4.270 0.368
C 1.765 -3.692 -0.047
C 0.845 -4.416 -0.800
C 1.073 -5.767 -1.035
S 1.257 -2.052 0.514
O 0.150 -2.392 1.475
O 2.458 -1.509 1.131
O 0.766 -1.395 -0.699
H 3.177 -8.047 -1.581
H 2.821 -8.334 0.120
H 1.512 -8.337 -1.072
H 4.153 -6.085 0.366
H 3.699 -3.681 0.924
H -0.052 -3.926 -1.173
H 0.323 -6.350 -1.565

natural (NBO) atomic charge list, values in e, 5 entries: atom 1 (C): -0.9050, atom 2 (C): -1.1934, atom 3 (H): 0.2562, atom 4 (H): 0.2216, atom 5 (H): 0.2703

# 2
Formula: C19H21Cl51N2O2
Source: OMol25
Level of theory: ωB97M-V/def2-TZVPD

The HOMO-LUMO gap is 0.031 Ha. The spin multiplicity is 1. The total charge is -2. Its HOMO energy is 1.2 eV.

Element x y z (Å)
N 1.956 5.440 0.473
C 1.634 6.774 -0.119
N 0.454 6.789 -0.879
C -0.603 6.208 -0.189
O -0.970 5.036 -0.546
O -1.215 6.769 0.739
H 1.463 4.720 -0.047
H 2.936 5.228 0.322
H 1.607 7.515 0.717
H 2.442 7.133 -0.807
C -3.739 5.264 -2.574
Cl -3.763 5.511 -0.855
Cl -5.264 4.539 -3.163
Cl -3.395 6.775 -3.426
H -2.944 4.562 -2.798
C -1.801 2.515 0.368
Cl -2.283 2.996 2.002
Cl -0.444 1.375 0.426
Cl -3.176 1.796 -0.487
H -1.474 3.425 -0.177
C 3.177 -0.713 -0.503
Cl 2.255 -0.020 -1.837
Cl 4.550 0.341 -0.098
Cl 2.141 -0.989 0.896
H 3.570 -1.669 -0.822
C 6.424 -2.740 -1.194
Cl 7.559 -1.703 -0.331
Cl 5.138 -3.300 -0.117
Cl 5.737 -1.890 -2.578
H 6.959 -3.609 -1.552
C 2.778 -1.257 -5.338
Cl 3.318 -2.881 -5.789
Cl 4.153 -0.249 -4.890
Cl 1.864 -0.519 -6.653
H 2.128 -1.343 -4.477
C -5.652 -1.413 0.401
Cl -4.007 -1.281 1.002
Cl -5.812 -0.543 -1.125
Cl -6.130 -3.112 0.219
H -6.313 -0.946 1.118
C 0.104 4.319 4.651
Cl -0.389 5.587 3.550
Cl 1.739 3.757 4.275
Cl 0.030 4.876 6.343
H -0.578 3.485 4.543
C 4.589 0.378 4.552
Cl 4.577 2.057 5.089
Cl 4.566 0.295 2.788
Cl 5.992 -0.489 5.197
H 3.693 -0.099 4.928
C -6.879 -6.306 2.911
Cl -6.801 -4.731 3.698
Cl -6.857 -6.130 1.155
Cl -5.552 -7.340 3.446
H -7.810 -6.779 3.191
C 5.941 7.339 -1.694
Cl 7.214 7.982 -0.628
Cl 4.483 6.933 -0.792
Cl 5.579 8.503 -2.978
H 6.323 6.440 -2.159
C -7.068 1.763 -5.980
Cl -6.102 3.232 -6.080
Cl -6.898 0.796 -7.455
Cl -6.590 0.818 -4.569
H -8.108 2.038 -5.878
C -1.189 -3.927 -1.203
Cl -0.089 -2.655 -0.677
Cl -0.557 -5.531 -0.797
Cl -2.774 -3.706 -0.470
H -1.297 -3.865 -2.278
C 8.211 -3.656 3.292
Cl 9.712 -3.270 2.442
Cl 8.461 -3.605 5.042
Cl 6.920 -2.565 2.814
H 7.923 -4.663 3.023
C 1.970 5.132 9.929
Cl 3.498 5.551 9.156
Cl 2.140 5.136 11.692
Cl 0.690 6.228 9.421
H 1.699 4.131 9.619
C -4.308 -8.874 -0.168
Cl -3.334 -7.432 -0.430
Cl -4.182 -9.982 -1.541
Cl -3.838 -9.685 1.327
H -5.343 -8.570 -0.073
C -6.630 -12.410 2.788
Cl -6.495 -10.784 3.457
Cl -6.556 -12.369 1.025
Cl -5.370 -13.461 3.441
H -7.590 -12.816 3.076
C 1.630 1.586 -10.302
Cl 2.800 2.623 -9.487
Cl 0.374 1.061 -9.180
Cl 0.920 2.416 -11.692
H 2.148 0.709 -10.662

Löwdin atomic charge list, values in e, 5 entries: atom 1 (N): -0.0117, atom 2 (C): -0.5356, atom 3 (N): -0.0484, atom 4 (C): -0.8982, atom 5 (O): -0.2511

# 3
Formula: C19H21ClN2O
Source: OMol25
Level of theory: ωB97M-V/def2-TZVPD

The HOMO-LUMO gap is 0.316 Ha. The value obtained for the energy above the lowest of the compared OMol25 structures with the same formula, charge and spin is 1.019 eV. The spin multiplicity is 1. Its SMILES is CCC[C@]1(C)NC(=O)c2ccccc2N1Cc1ccccc1Cl. Its HOMO energy is -8.0 eV.

Element x y z (Å)
C 3.819 0.093 -1.866
C 2.611 1.038 -1.632
C 1.400 0.287 -0.985
C 0.001 0.973 -1.135
C -0.574 1.014 -2.551
N 0.161 2.323 -0.749
C -0.376 2.912 0.338
O 0.060 4.006 0.658
C -1.460 2.250 1.032
C -2.168 2.968 1.999
C -3.261 2.427 2.654
C -3.626 1.158 2.264
C -2.912 0.424 1.316
C -1.817 0.978 0.641
N -0.984 0.286 -0.257
C -1.247 -1.203 -0.498
C -0.325 -2.120 0.287
C -0.058 -1.906 1.649
C 0.880 -2.699 2.348
C 1.500 -3.778 1.691
C 1.215 -4.035 0.388
C 0.320 -3.237 -0.341
Cl 0.080 -3.659 -2.041
H 4.642 0.661 -2.390
H 4.167 -0.390 -0.930
H 3.490 -0.698 -2.604
H 2.321 1.495 -2.612
H 2.988 1.839 -0.980
H 1.543 0.210 0.090
H 1.362 -0.719 -1.397
H -0.486 0.010 -2.989
H 0.032 1.672 -3.192
H -1.599 1.329 -2.549
H 0.937 2.840 -1.089
H -1.869 3.977 2.325
H -3.820 2.978 3.399
H -4.552 0.771 2.674
H -3.278 -0.569 1.119
H -1.147 -1.434 -1.575
H -2.261 -1.505 -0.278
H -0.634 -1.170 2.235
H 1.067 -2.528 3.394
H 2.215 -4.383 2.250
H 1.643 -4.888 -0.108

natural (NBO) atomic charge list, values in e, 5 entries: atom 1 (C): -0.6028, atom 2 (C): -0.4124, atom 3 (C): -0.4216, atom 4 (C): 0.3343, atom 5 (C): -0.6252